12
Properties=species:S:1:pos:R:3:lowdin_charge:R:1 method="wB97M-V/def2-TZVPD" gap_ev=9.8 energy_ev=-8338.232 e_above_lowest_kcal_mol=51.4 homo_energy_ev=-9.478
C -1.47 -0.48 0.10 -0.0518
O -0.43 -0.78 1.06 -0.1182
C 0.81 -0.87 0.54 -0.1540
C 1.25 0.03 -0.35 -0.0511
C 0.67 1.38 -0.32 -0.3171
O 0.82 2.23 -1.18 0.0402
H -1.66 -1.38 -0.50 0.1005
H -2.33 -0.21 0.70 0.0961
H -1.28 0.33 -0.61 0.0789
H 1.42 -1.69 0.93 0.1297
H 2.08 -0.18 -1.00 0.1127
H 0.13 1.62 0.62 0.1341